(1)
Below is a molecular structure, C17H19CaClN4S, with properties calculated with ωB97M-V/def2-TZVPD.

Cartesian coordinates (Å):
1 Ca 1.44903 0.83063 -1.67482
2 C 1.50683 -3.48661 2.69494
3 C 2.69761 -2.53642 2.76320
4 N 3.16946 -2.12048 1.45580
5 C 2.51826 -1.21227 0.68578
6 S 3.20992 -1.03023 -0.91888
7 N 1.51976 -0.58678 1.24539
8 N 0.90693 0.35568 0.45620
9 C -0.10684 0.98186 0.92778
10 C -0.65906 0.71915 2.29490
11 C -0.85861 1.91815 -0.00756
12 C -1.52447 3.05141 0.72980
13 C -1.90437 4.13396 0.03040
14 C -1.48825 4.29150 -1.33075
15 C -0.47135 3.48020 -1.74586
16 N 0.00926 2.41581 -1.07705
17 H 1.20506 -3.79098 3.69839
18 H 1.75953 -4.38262 2.12581
19 H 0.66430 -2.99299 2.21190
20 H 3.53613 -3.01262 3.27333
21 H 2.43076 -1.64225 3.32704
22 H 3.87368 -2.66376 0.99038
23 H -0.25348 -0.20539 2.69415
24 H -1.74839 0.67667 2.26973
25 H -0.38260 1.53728 2.96387
26 H -1.74121 2.96258 1.78449
27 H -2.45058 4.93270 0.51814
28 H -1.79161 5.14299 -1.92071
29 H 0.06554 3.73221 -2.66235
30 Cl 0.56884 -3.42287 -3.79943
31 C -0.22302 -2.16026 -2.92027
32 C -0.46326 -0.94074 -3.53774
33 C -1.08219 0.07566 -2.81369
34 C -1.46365 -0.10660 -1.48067
35 C -2.00156 1.03097 -0.67347
36 C -1.23244 -1.35678 -0.90395
37 C -0.61470 -2.37745 -1.60705
38 H -0.19046 -0.79834 -4.57555
39 H -1.27174 1.03367 -3.28671
40 H -2.66810 0.66227 0.10860
41 H -2.56956 1.71675 -1.30476
42 H -1.51061 -1.52396 0.12994
43 H -0.41879 -3.33172 -1.13869

HOMO energy ... -6.7 eV

(2)
Below is a molecular structure, C17H19CaNS, with properties calculated with ωB97M-V/def2-TZVPD.

Cartesian coordinates (Å):
1 C -1.36219 1.35480 -3.26052
2 C -2.23830 -0.95969 -0.75190
3 C -0.77448 0.09082 -2.59041
4 H -0.65811 2.20017 -3.10698
5 C -1.15587 -1.84602 -0.88059
6 H -2.85645 -1.22344 0.13861
7 H -1.40734 -0.72381 -2.98024
8 H -1.23139 -2.72673 -0.21943
9 C 0.53646 -0.51236 -2.37482
10 H 1.33426 0.17983 -2.04073
11 H 0.88450 -0.90695 -3.34388
12 C -2.55338 1.43940 -2.19723
13 H -3.40981 2.01245 -2.61533
14 H -2.18952 2.04973 -1.34631
15 C -3.06243 0.03057 -1.58947
16 H -3.57093 -0.49106 -2.41556
17 H -3.87459 0.30757 -0.89827
18 C 0.30124 -1.77770 -1.44583
19 H 0.48018 -2.70578 -2.02447
20 H 1.09306 -1.82779 -0.63493
21 Ca -0.53665 -0.15983 0.27046
22 H -1.73033 1.47338 -4.30482
23 S 1.76917 -1.61971 4.09464
24 C 0.48811 -2.77450 3.97420
25 C -0.34068 -2.48783 2.87569
26 C 0.10600 -1.35738 2.17719
27 C 1.21047 -0.73287 2.68315
28 C 1.84324 0.49789 2.19487
29 C 2.76058 1.24572 2.94311
30 C 3.22578 2.45553 2.45176
31 C 2.78070 2.91948 1.21448
32 C 1.89429 2.12702 0.48863
33 N 1.46143 0.94561 0.96337
34 H 0.36980 -3.59897 4.67426
35 H -1.21404 -3.07730 2.60226
36 H 3.06340 0.84236 3.90639
37 H 3.93903 3.02750 3.04033
38 H 3.11160 3.87451 0.81472
39 H 1.51321 2.43539 -0.48639

HOMO energy (spin up / spin down) ... -7.2 / -5.3 eV

The calculation returns the following ΔE to the lowest compared entry with this formula, charge and spin values, one per record and in order: 0.0; 21.2 kcal/mol.
The calculation returns the following F_max values, one per record and in order: 1.0; 5.5 eV Å⁻¹.
The calculation returns the following electronic energy values, one per record and in order: -65695.4180; -48694.0741 eV.